Entry 1:
Computed, not measured: a 2-piece molecular cluster, C13H4BF3NO11 overall in a non-equilibrium geometry, with ωB97M-V/def2-TZVPD.

Summary:
net charge	-1
highest occupied orbital energy	-7.2665	eV
orbital gap	7.2	eV
LUMO level	-0.001	Eh

Structure (XYZ):
```
33
Properties=species:S:1:pos:R:3:nbo_charge:R:1
O -1.7875 -2.7148 4.0925 -0.517
C -1.1227 -2.0493 3.1447 0.662
C -0.2059 -2.9841 2.1585 -0.106
C -0.0744 -4.6074 1.9690 -0.187
C 1.0309 -5.1281 0.8396 -0.242
C 1.9119 -3.9840 0.0167 0.296
O 2.9135 -4.5372 -0.9541 -0.720
C 1.7098 -2.3418 0.2325 -0.175
C 0.6125 -1.8260 1.3359 -0.118
C 0.1300 -0.3334 1.8124 0.669
O 0.6526 0.8077 1.3568 -0.453
N -1.0158 -0.5731 2.8146 -0.567
C -2.3284 0.0967 2.4722 1.113
F -2.6948 -0.1979 1.0469 -0.330
F -2.3158 1.5874 2.6458 -0.307
F -3.4879 -0.3880 3.2951 -0.319
H -0.7340 -5.3110 2.6323 0.262
H 1.1365 -6.2921 0.6756 0.252
H 3.7375 -4.8283 -0.4519 0.490
H 2.3439 -1.5643 -0.3699 0.293
B -0.0325 3.6282 -2.3659 1.131
O 0.2467 4.7117 -3.3137 -0.640
C -0.1532 5.8505 -2.7307 0.655
O -0.0641 6.9517 -3.2489 -0.549
C -0.6911 5.5693 -1.4253 0.654
O -1.1388 6.3900 -0.6410 -0.547
O -0.6316 4.2524 -1.1821 -0.636
O -0.9410 2.6386 -2.9539 -0.636
C -0.2958 1.4637 -2.9427 0.654
O -0.7680 0.4203 -3.3640 -0.549
C 1.0133 1.6301 -2.3675 0.664
O 1.8476 0.7525 -2.2149 -0.567
O 1.1967 2.9100 -2.0146 -0.633
```

***

Entry 2:
Computed, not measured: a 12-piece molecular cluster, C13H50N6O12 overall in a non-equilibrium geometry, with ωB97M-V/def2-TZVPD.

Summary:
highest occupied orbital energy	-8.8960	eV
orbital gap	8.5	eV
LUMO level	-0.014	Eh

Structure (XYZ):
```
81
Properties=species:S:1:pos:R:3:lowdin_charge:R:1
N -5.4410 -2.4702 -1.2328 0.169
C -4.2290 -1.9992 -1.1668 -0.535
N -3.4960 -2.4842 -2.1208 0.164
O -3.6640 -1.2042 -0.1448 -0.139
H -6.0300 -2.0542 -0.5448 0.113
H -5.9060 -2.8172 -2.0728 0.135
H -2.5100 -2.1432 -2.1078 0.054
H -3.7720 -2.9912 -2.9628 0.135
N -0.2620 -0.0182 0.7742 0.180
C -0.6340 0.8848 -0.0648 -0.527
N -1.7960 0.5568 -0.6368 0.145
O 0.0380 2.0808 -0.3818 -0.094
H 0.7250 0.1128 1.1122 0.083
H -0.7040 -0.9352 0.8892 0.082
H -2.1400 1.1268 -1.3428 0.095
H -2.3700 -0.2452 -0.2478 0.066
N -0.9920 -1.7442 -1.6268 0.097
C -0.1890 -2.0602 -2.6388 -0.566
N 0.0060 -3.3472 -2.8168 0.174
O 0.3790 -1.0992 -3.4578 -0.100
H -1.0660 -0.6912 -1.3688 0.087
H -1.2570 -2.4622 -0.8768 0.102
H 0.7470 -3.5762 -3.4558 0.122
H -0.4510 -3.9832 -2.1908 0.105
C 2.9630 -0.2822 -0.6858 -0.050
C 3.2260 -0.3442 0.8132 -0.283
O 2.2500 0.2948 1.5812 -0.120
H 3.7550 -0.7672 -1.2108 0.069
H 2.9980 0.7008 -1.1158 0.039
H 1.9630 -0.7722 -0.9098 0.090
H 4.2600 -0.0582 1.1122 0.128
H 3.2040 -1.4172 1.0922 0.100
H 1.9520 -0.2822 2.2922 0.040
C 2.0520 0.0198 4.7022 -0.184
O 0.8930 0.3658 4.0592 -0.113
H 2.9490 0.4178 4.1502 0.106
H 2.1540 -1.0782 4.8042 0.081
H 2.0930 0.3638 5.6862 0.054
H 0.9510 1.2138 3.6182 0.044
C -1.3800 0.7188 -4.9478 -0.171
O -1.4520 1.1448 -3.6008 -0.124
H -1.3240 -0.3952 -5.0598 0.070
H -0.4190 0.9918 -5.4488 0.085
H -2.1910 1.1558 -5.5338 0.074
H -0.7940 0.6598 -3.1758 -0.021
C -3.3570 1.0568 2.3722 -0.158
O -2.0100 1.0398 2.8522 -0.169
H -3.4290 1.8498 1.5542 0.094
H -4.2360 1.1278 3.0702 0.091
H -3.4020 0.0998 1.8182 0.032
H -1.4170 0.6928 2.1192 0.034
C 0.4640 3.7438 2.0812 -0.149
O 1.4100 2.8428 2.5562 -0.148
H 0.6730 3.9608 1.0512 0.064
H 0.4930 4.6828 2.7412 0.111
H -0.4100 3.1828 2.1612 0.040
H 2.0080 2.4128 1.9272 0.055
C 1.3290 3.2498 -3.8398 -0.150
O 1.1890 2.1828 -2.9038 -0.110
H 0.4920 3.3608 -4.4778 0.051
H 2.2170 3.1108 -4.4308 0.072
H 1.4370 4.2758 -3.4318 0.082
H 0.5250 2.3978 -2.3128 -0.016
C 1.2990 -2.9462 2.4302 -0.183
O 2.5700 -2.9022 3.0212 -0.143
H 0.6480 -3.6182 3.0362 0.092
H 1.4200 -3.2332 1.3872 0.081
H 0.8230 -1.9232 2.3912 0.072
H 2.8680 -3.8682 3.0572 0.128
C 3.6930 3.1858 -0.6868 -0.117
O 4.1740 4.3798 0.0082 -0.125
H 4.5530 2.5658 -0.9818 0.081
H 3.3210 3.5898 -1.6278 0.073
H 2.9700 2.6328 -0.0818 0.055
H 4.4940 4.0898 0.8492 0.047
C -2.0180 -2.5332 2.0942 -0.133
O -1.4970 -2.8172 0.8262 -0.171
H -1.5990 -3.2432 2.8282 0.082
H -3.1070 -2.6492 2.1402 0.090
H -1.7800 -1.4502 2.3532 0.093
H -1.9010 -3.6132 0.5112 0.088
```

***

Entry 3:
Computed, not measured: a 13-piece molecular cluster, C13H52N26O13 overall in a non-equilibrium geometry, with ωB97M-V/def2-TZVPD.

Summary:
highest occupied orbital energy	-9.4700	eV
orbital gap	9.3	eV
LUMO level	-0.007	Eh

Structure (XYZ):
```
104
Properties=species:S:1:pos:R:3:lowdin_charge:R:1
C 6.6944 -3.4152 -0.5659 -0.745
O 6.9036 -2.9455 -1.6663 0.026
N 6.4341 -4.7109 -0.3798 0.139
N 6.6723 -2.7170 0.5820 0.153
H 6.5291 -5.3027 -1.1928 0.112
H 5.8381 -4.9545 0.3984 0.101
H 6.4010 -3.2186 1.4157 0.101
H 7.0378 -1.7755 0.5920 0.113
C 1.2412 -6.9109 2.6571 -0.791
O 1.1923 -5.7161 2.3341 0.004
N 1.6743 -7.8498 1.8588 0.149
N 0.8380 -7.4755 3.7371 0.159
H 1.9019 -7.6129 0.9037 0.115
H 1.6242 -8.8281 2.1047 0.111
H 0.7051 -6.6787 4.3433 0.124
H 0.3051 -8.3323 3.7825 0.128
C -2.5840 0.8202 4.9520 -0.815
O -2.8848 1.7264 5.6712 0.052
N -1.4293 0.2198 4.9226 0.162
N -3.3498 0.4181 3.9625 0.151
H -1.2235 -0.4998 4.2444 0.111
H -0.7781 0.5924 5.5988 0.121
H -4.2823 0.8063 3.9615 0.114
H -3.0239 -0.0802 3.1466 0.105
C 0.0098 -0.3503 0.1032 -0.812
O -0.5753 0.6972 -0.0462 0.036
N 1.2845 -0.5751 0.4051 0.163
N -0.6034 -1.4618 0.0588 0.149
H 1.5686 -1.5097 0.6618 0.108
H 1.8530 0.2597 0.4116 0.119
H -1.4034 -1.5268 -0.5543 0.126
H -0.1599 -2.3279 0.3293 0.111
C -7.0228 -2.0568 -0.5708 -0.849
O -5.7983 -2.1231 -0.6936 -0.009
N -7.6314 -1.0061 -0.9042 0.185
N -7.6881 -3.0438 -0.1171 0.172
H -8.5103 -0.8641 -0.4273 0.126
H -7.0354 -0.3103 -1.3293 0.137
H -8.6506 -3.2789 -0.3131 0.120
H -7.1623 -3.9060 -0.1008 0.118
C 0.6366 6.4879 -4.3249 -0.794
O 1.3272 6.6376 -5.2957 0.036
N 0.8878 5.4857 -3.4370 0.151
N -0.3165 7.2778 -4.0119 0.168
H 0.1242 5.4829 -2.7759 0.086
H 1.7544 4.9763 -3.3391 0.112
H -1.0292 7.0138 -3.3467 0.114
H -0.5959 7.9435 -4.7182 0.128
C 6.5572 2.8885 -0.8986 -0.825
O 5.3498 2.8747 -0.6116 -0.005
N 7.0594 2.4156 -1.9847 0.169
N 7.4407 3.3551 -0.1210 0.167
H 6.4040 1.8651 -2.5208 0.127
H 8.0035 2.6293 -2.2731 0.117
H 8.4353 3.2176 -0.2307 0.122
H 7.0135 3.8824 0.6270 0.128
C 4.3411 6.9469 3.1415 -0.811
O 4.7219 5.8672 3.6234 0.007
N 4.3707 8.1506 3.6360 0.148
N 3.8047 7.0800 2.0241 0.161
H 4.0783 8.9656 3.1161 0.111
H 5.0947 8.2505 4.3332 0.119
H 3.7210 6.1723 1.5893 0.136
H 3.3544 7.9351 1.7304 0.128
C -4.8910 -4.5907 -6.2840 -0.754
O -6.1569 -4.4702 -6.3027 -0.023
N -4.1327 -5.4757 -6.9092 0.150
N -4.1661 -3.9091 -5.5089 0.157
H -3.1409 -5.4692 -6.7188 0.101
H -4.4833 -5.9353 -7.7375 0.118
H -4.6765 -3.2519 -4.9365 0.135
H -3.1872 -4.1456 -5.4319 0.116
C -3.8457 6.4110 0.2159 -0.880
O -4.3568 7.2816 -0.4011 0.066
N -3.8318 5.1662 -0.0716 0.170
N -3.2411 6.6146 1.3187 0.162
H -4.3359 4.8148 -0.8732 0.125
H -3.4253 4.4528 0.5165 0.115
H -3.2748 7.5506 1.6967 0.127
H -2.9312 5.8336 1.8791 0.115
C -3.7546 1.4324 -5.6441 -0.788
O -4.6109 1.9792 -4.9803 0.033
N -2.5767 1.2294 -5.2159 0.161
N -3.9410 0.8409 -6.8459 0.145
H -1.8468 0.8524 -5.8035 0.115
H -2.3783 1.4632 -4.2536 0.128
H -4.9147 0.7793 -7.1068 0.108
H -3.2450 0.3176 -7.3576 0.098
C 5.8933 0.2203 5.4320 -0.833
O 6.0169 -0.9593 5.5414 0.052
N 4.8871 0.8150 4.8897 0.163
N 6.7960 1.0757 5.8198 0.158
H 4.0476 0.3568 4.5652 0.120
H 5.0265 1.7257 4.4759 0.112
H 6.6453 2.0682 5.7092 0.109
H 7.6886 0.8020 6.2050 0.119
C -4.2220 -6.9349 1.7953 -0.847
O -4.5772 -7.9562 2.3429 0.042
N -4.2091 -5.7377 2.2750 0.164
N -3.8293 -6.8550 0.6001 0.157
H -3.9966 -4.9941 1.6254 0.111
H -4.7855 -5.6497 3.0996 0.126
H -3.7116 -7.7275 0.1050 0.128
H -3.7760 -5.9990 0.0666 0.117
```